(1)
{
  "formula": "C9H10N2O2S",
  "method": "ωB97M-V with the def2-TZVPD basis set",
  "species": ["C", "C", "N", "C", "S", "C", "H", "C", "H", "O", "H", "C", "H", "C", "H", "O", "H", "C", "H", "N", "C", "H", "H", "H"],
  "coordinates": [[-2.334267, 0.315145, -1.287696], [2.742876, 1.616167, -0.241577], [1.491641, -0.455580, -0.484540], [-0.160147, -3.140825, 0.396413], [1.427402, 1.834626, 0.950068], [-1.569834, 0.327365, 1.250473], [1.023808, -0.240776, -1.350976], [-3.302279, 0.429928, -0.343098], [-4.339058, 0.280790, -0.649778], [-1.245696, -3.051558, 0.681002], [3.600980, 2.088549, 0.035124], [-0.672260, 0.125471, 0.209988], [-2.414022, 0.262206, -2.340512], [-2.924289, 0.399596, 1.006970], [3.332620, -0.336974, 0.337554], [0.881789, -3.279030, -0.015929], [0.839102, -0.345078, 1.528661], [2.866591, 0.134077, -0.523602], [3.471202, -0.121212, -1.583926], [-1.074566, 0.232044, -1.046953], [0.793038, 0.100144, 0.567909], [-3.554507, 0.473892, 1.834361], [2.416682, 2.145577, -1.232011], [-1.296814, 0.205459, 2.302076]],
  "forces_ev_per_angstrom": [[-0.09, 0.14, -1.14], [-2.63, -1.05, -3.45], [2.81, -0.11, -1.41], [0.41, -0.19, -0.93], [0.58, 3.77, 1.38], [-0.74, -0.75, 1.44], [-0.46, -0.06, -0.23], [-2.13, -0.91, 1.00], [0.18, 0.52, 0.17], [-4.04, 0.48, 1.68], [2.28, 1.33, 1.16], [1.21, 1.18, 1.67], [-1.56, 0.16, -1.04], [1.54, 0.51, -1.94], [0.81, -0.12, -0.20], [3.59, -0.52, -0.74], [0.68, -0.75, 1.08], [0.56, -1.37, -1.95], [-1.75, 0.57, 3.04], [3.18, -0.47, 0.32], [-3.68, -1.93, -2.09], [-1.32, 0.03, 0.89], [0.21, -0.65, 1.66], [0.38, 0.20, -0.36]],
  "homo_ev": [-4.118, -9.067],
  "multiplicity": 3,
  "homo_lumo_gap_ha": [0.174, 0.236]
}

=====

(2)
{
  "formula": "C4H22NO7",
  "method": "ωB97M-V with the def2-TZVPD basis set",
  "species": ["H", "H", "O", "O", "C", "H", "H", "H", "H", "H", "O", "O", "H", "H", "C", "H", "C", "O", "H", "H", "H", "H", "H", "H", "O", "C", "H", "H", "H", "N", "H", "O", "H", "H"],
  "coordinates": [[-0.212185, 3.504178, 1.473729], [0.863577, -0.517878, -4.501410], [0.501385, -0.869593, -3.625167], [2.114898, 3.151924, 0.575440], [-0.579761, 2.674573, 0.987773], [-0.884175, 0.754129, 0.539023], [-0.901911, -1.233499, 0.107689], [-0.831529, 2.931225, -0.108246], [1.069334, -2.122018, 3.376040], [-1.806795, -0.286803, -0.523506], [-1.415450, -3.008751, -0.788411], [2.582701, -2.511003, -0.211757], [-1.288260, -0.899614, -2.924349], [3.005751, 2.822937, 0.515640], [0.090551, -0.379959, 2.569400], [0.535740, 2.664079, -2.587974], [0.199525, -1.435646, 3.474765], [-2.001786, -0.439618, -2.340013], [3.378099, -2.118514, -0.632101], [1.701489, 2.994893, -0.226689], [-1.766077, -3.153423, -1.626821], [1.222185, -1.252487, -3.191615], [-2.697988, -0.116696, -2.950890], [0.258662, -1.299299, 4.449765], [-1.517729, -0.474090, 0.338562], [-0.295874, 0.913407, 2.611157], [-2.153843, -3.034819, -0.176345], [0.487000, 1.175340, -2.479998], [0.497421, -0.841033, 1.567488], [-0.557044, 1.497238, 1.462507], [-0.343096, 1.618534, 3.545809], [0.425095, 2.007415, -2.019596], [2.413515, -3.350879, -0.755489], [-0.647175, -2.203549, 3.581653]],
  "forces_ev_per_angstrom": [[0.47, 1.70, 1.77], [-0.79, -0.85, 1.77], [-0.97, 1.92, -2.78], [0.64, 0.73, 2.64], [-0.15, 0.13, -1.90], [0.52, 0.17, 3.17], [-0.90, 0.77, 0.51], [0.13, -1.24, 1.81], [-0.31, 0.58, -0.88], [-1.55, 0.33, -2.78], [1.32, 0.35, 2.33], [0.17, -1.32, -1.74], [-1.65, 1.35, 1.29], [0.44, -0.15, -0.12], [0.81, 0.57, -3.79], [0.74, 4.38, -4.11], [0.02, -4.96, 0.44], [0.88, -0.82, -1.90], [-0.63, -0.42, 0.46], [-1.00, -0.67, -2.66], [-1.03, -0.37, -2.24], [1.83, -1.07, 1.07], [0.70, -0.33, 0.51], [0.27, 2.02, 4.78], [1.68, -1.54, 0.73], [1.19, -0.54, 5.01], [-0.21, -0.13, 0.01], [-0.05, -0.46, -0.42], [-1.34, 1.62, 1.36], [-1.21, 1.12, -7.29], [-0.21, -1.88, -1.57], [-0.71, -3.91, 4.55], [0.40, 1.78, 1.28], [0.49, 1.13, -1.31]],
  "homo_ev": -12.266,
  "homo_lumo_gap_ha": 0.329,
  "charge": 1
}

=====

(3)
{
  "formula": "C59H45N3OP2SSn",
  "method": "ωB97M-V with the def2-TZVPD basis set",
  "species": ["C", "C", "C", "C", "H", "H", "C", "C", "C", "H", "H", "C", "H", "S", "H", "C", "C", "C", "C", "H", "H", "H", "C", "C", "P", "H", "H", "C", "C", "C", "H", "H", "C", "N", "C", "N", "C", "H", "C", "C", "H", "P", "H", "C", "H", "C", "C", "H", "C", "C", "O", "H", "C", "C", "C", "H", "C", "H", "C", "H", "H", "C", "H", "C", "H", "C", "C", "H", "C", "C", "C", "H", "C", "H", "C", "C", "H", "C", "C", "C", "H", "H", "H", "H", "C", "C", "C", "Sn", "C", "C", "C", "C", "H", "H", "H", "H", "H", "H", "C", "H", "H", "H", "C", "C", "H", "C", "C", "C", "C", "H", "H", "N"],
  "coordinates": [[-3.585785, -3.627526, -0.845728], [1.779387, 4.964811, -2.642739], [3.098913, 4.697591, -2.421185], [-3.802853, -0.933929, 4.064506], [-0.221032, 4.491675, -2.018460], [-2.111901, -6.208047, -2.222741], [-1.695845, -5.252431, -2.531681], [-2.820419, -0.462801, 4.930167], [-4.802219, 6.017183, 0.469091], [6.176693, 4.107794, -3.084702], [-6.540765, 4.881480, 1.212284], [3.137028, 1.078854, 2.993686], [4.930634, 0.735437, 0.377099], [-0.015644, 2.406631, -0.019952], [1.064071, -1.578947, 4.890138], [4.668625, -3.054801, 0.399441], [-1.627415, -3.575600, -4.423722], [1.016935, -4.791404, 0.034046], [2.546732, 2.829016, -0.864144], [1.738156, -5.366831, 0.598548], [4.358163, 5.255973, -4.077815], [-0.898209, 0.479473, 5.090502], [1.549367, -0.732100, 2.983803], [2.306496, 0.212188, 2.292862], [-2.223427, 0.012439, 0.403179], [5.214829, -3.670401, 1.103544], [-3.435504, -0.033496, -2.251571], [-5.887403, 4.915191, 0.340086], [-1.388954, 3.469819, 0.173204], [-3.487462, 5.273656, 0.417788], [3.884036, 1.646002, 4.918095], [6.150782, 5.211153, -1.728698], [-3.110392, -2.596957, -0.045557], [-0.789023, -1.342459, -5.754297], [-4.551172, 1.326335, 0.073642], [0.085782, -2.664346, -0.493933], [-0.759249, -3.265801, -1.342030], [-2.785622, -5.396472, -4.267040], [-0.758990, -4.631415, -1.575914], [0.137118, -5.400300, -0.850532], [-0.139232, 5.159467, 0.488266], [2.223662, 0.257763, 0.493426], [-2.968185, -0.528411, 6.000857], [-1.161444, 4.808454, 0.413868], [4.036341, -2.783095, -2.917401], [4.345976, 5.337180, -2.990552], [-2.447513, -0.296316, 2.177456], [3.937344, -1.729083, 1.917658], [2.506163, 0.006017, 5.056825], [3.119955, 1.704257, -0.173373], [0.627103, 2.172907, 1.326589], [-4.910848, 0.304466, 0.062749], [4.688063, -3.363016, -0.953413], [-3.938474, -2.074909, -2.649003], [-5.108798, 3.628368, 0.205995], [2.815303, -0.809535, -2.130665], [3.458987, 3.645859, -1.551133], [-3.626309, -4.635976, -0.453096], [-3.477210, -1.039067, -1.848873], [-4.715067, -1.362290, 4.459764], [3.702175, 1.840585, 2.470917], [-2.074973, -4.790092, -3.712876], [-2.763429, -2.818237, 0.955604], [-3.624847, -0.845479, 2.694001], [0.582335, -1.218496, -4.227922], [4.496345, 1.591570, -0.127333], [5.523421, 4.561079, -2.339297], [0.158964, -6.475274, -0.987532], [0.824928, 4.236815, -1.903747], [1.183334, 3.255477, -1.007487], [0.973781, -3.423070, 0.178714], [-6.530922, 5.072353, -0.525646], [3.235152, 0.971321, 4.374684], [-3.065290, -3.796107, -6.019325], [3.256693, -1.148669, -0.041069], [-2.207957, 5.733672, 0.553543], [6.457089, 2.341149, -0.645899], [-0.246276, -1.793471, -4.624160], [-5.529494, 2.336736, 0.105379], [-1.660289, 0.098438, 4.422201], [-0.574342, 0.645802, 2.657854], [-4.896341, 6.583135, 1.396130], [-4.412015, -1.194584, 2.036479], [-1.468462, -2.631657, -1.872419], [4.861116, 3.503386, -1.487794], [-3.999118, -3.368612, -2.145614], [-3.723985, 3.894445, 0.230674], [0.075634, -0.372502, -1.018646], [5.389186, 2.494761, -0.738263], [3.304059, -1.450912, -1.406250], [-3.067680, -1.290289, -0.536948], [-3.185821, 1.549553, 0.096336], [-1.988011, 6.776677, 0.743019], [1.664919, -2.917732, 0.830216], [-4.859810, 6.740977, -0.344987], [-6.578805, 2.069193, 0.093599], [4.378383, 6.401191, -2.757561], [1.454951, 5.737866, -3.328141], [3.952601, -1.954194, 0.858162], [2.589750, -0.075582, 6.132891], [-4.255373, -1.868707, -3.663338], [5.245080, -4.222084, -1.305977], [-2.717057, 2.913654, 0.136312], [4.008132, -2.555871, -1.859373], [0.848199, -1.366120, 2.458708], [-2.255359, -3.209737, -5.603730], [-1.469554, 0.180386, 3.047496], [1.656374, -0.843861, 4.360981], [-1.798646, -2.067347, -6.236248], [-4.372617, -4.174097, -2.765880], [-2.254396, -1.720363, -7.157003], [-0.610010, -2.864953, -3.926649]],
  "forces_ev_per_angstrom": [[-0.38, 0.22, 0.14], [-0.10, 0.02, 0.01], [0.14, 0.07, -0.06], [0.00, -0.01, -0.02], [0.02, -0.01, 0.01], [0.09, 0.03, 0.02], [0.50, -0.28, 0.35], [-0.01, -0.01, -0.02], [0.06, -0.12, -0.03], [0.00, -0.01, -0.01], [0.02, -0.01, 0.01], [0.07, -0.02, 0.05], [-0.02, 0.02, 0.00], [0.30, -0.64, 0.56], [0.01, -0.01, -0.01], [-0.03, 0.00, 0.00], [-0.04, -0.39, 0.19], [0.06, 0.13, 0.07], [-0.15, -0.02, 0.01], [-0.03, 0.02, -0.02], [0.00, -0.02, 0.00], [-0.02, 0.00, -0.03], [0.16, 0.02, -0.01], [-0.04, -0.03, 0.12], [0.20, 0.04, 0.07], [-0.02, 0.03, -0.02], [-0.02, 0.01, 0.02], [0.15, -0.04, -0.01], [-0.30, -0.06, -0.14], [-0.13, 0.07, 0.02], [-0.02, -0.01, -0.01], [-0.02, 0.00, 0.02], [-0.40, 0.07, 0.09], [-0.04, -0.14, 0.18], [-0.13, 0.01, 0.02], [-0.10, -0.05, -0.17], [0.11, 0.36, 0.01], [0.03, 0.06, -0.02], [0.03, -0.32, 0.00], [-0.09, -0.12, -0.03], [-0.01, -0.03, -0.02], [-0.04, 0.02, 0.06], [0.00, 0.01, -0.03], [-0.10, 0.04, 0.05], [0.00, 0.01, 0.02], [-0.05, -0.10, 0.09], [0.01, 0.03, 0.00], [0.01, 0.00, -0.02], [0.01, 0.02, -0.01], [-0.12, 0.01, -0.03], [-0.22, 0.28, -0.51], [0.02, 0.01, -0.02], [-0.01, 0.02, 0.00], [-0.05, 0.01, 0.07], [-0.06, 0.16, 0.02], [-0.05, 0.07, -0.05], [0.08, 0.04, -0.05], [0.01, 0.03, 0.01], [0.10, 0.00, -0.02], [0.03, 0.01, -0.01], [-0.02, -0.03, 0.02], [0.11, -0.05, -0.69], [-0.02, 0.02, 0.04], [-0.04, 0.00, -0.03], [0.06, 0.02, -0.01], [0.14, -0.06, -0.04], [-0.14, -0.04, 0.02], [0.00, 0.02, 0.00], [0.06, 0.07, 0.07], [0.04, 0.01, -0.01], [-0.12, -0.15, -0.05], [0.01, 0.00, -0.02], [0.00, 0.00, 0.00], [0.04, 0.02, 0.02], [0.14, 0.07, -0.08], [0.11, 0.07, -0.03], [-0.04, 0.00, 0.00], [-0.19, -0.10, -0.20], [-0.02, -0.13, -0.01], [0.00, -0.01, -0.05], [0.00, 0.05, -0.02], [0.01, -0.03, 0.01], [0.04, -0.02, -0.03], [0.45, -0.23, 0.27], [0.06, 0.10, -0.07], [-0.38, 0.18, 0.19], [-0.04, 0.01, -0.01], [-0.18, 0.19, 0.02], [0.01, -0.08, 0.05], [0.07, -0.10, 0.09], [-0.16, -0.06, 0.18], [0.14, 0.07, -0.11], [-0.01, -0.04, -0.01], [-0.02, 0.07, 0.10], [0.00, -0.01, 0.00], [0.04, 0.00, -0.02], [0.00, 0.01, 0.02], [0.00, -0.04, 0.02], [0.06, 0.02, -0.01], [0.01, 0.00, -0.02], [-0.01, 0.01, 0.03], [-0.02, 0.03, 0.01], [0.21, 0.01, 0.16], [0.00, 0.00, 0.04], [-0.01, -0.14, -0.11], [-0.04, -0.01, -0.09], [-0.08, 0.05, 0.01], [0.04, 0.06, -0.02], [0.10, 0.16, -0.02], [-0.06, 0.13, 0.12], [0.04, 0.01, 0.01], [0.20, 0.38, -0.68]],
  "homo_ev": -12.587,
  "homo_lumo_gap_ha": 0.285,
  "charge": 2
}

=====

The energy above the lowest of the compared OMol25 structures with the same formula, charge and spin results, record by record, are as follows: 0.009, 5.113, 0.451 eV.
The E results, record by record, are as follows: -27400.6041, -20318.0118, -103663.4624 eV.